# C17H51O22P5Pb

A molecular structure, C17H51O22P5Pb in a non-equilibrium geometry (ωB97M-V/def2-TZVPD, the OMol25 dataset).

highest occupied orbital energy: -6.216 eV
frontier orbital gap: 6.6999 eV

```
96
Properties=species:S:1:pos:R:3:forces:R:3
Pb -0.459887 0.013553 -0.571516 2.2723 -1.2511 0.0278
C 0.620273 -3.156667 1.403854 1.3857 1.9444 -0.6818
O 0.103933 -2.233207 0.491434 -1.1440 -0.0462 -0.1901
H 1.573893 -2.707957 1.681994 0.8448 -0.5017 0.4089
H 0.170113 -3.279357 2.388944 -1.0593 -0.1354 0.1298
H 0.863963 -4.132137 0.982934 -0.2642 -0.4627 -0.1748
C 2.967193 1.135903 -0.294776 -2.4220 0.1673 -1.1891
O 1.624353 1.302633 -0.856096 0.9257 -0.4457 0.7016
H 3.020003 0.193853 0.250984 0.2770 -0.0114 0.3354
H 3.706893 1.097863 -1.094466 0.2458 -0.0588 -0.2225
H 3.215123 1.998673 0.323484 0.1381 -0.0289 0.4003
C -2.611327 -4.349007 -2.008936 0.4964 0.4969 -0.0431
O -3.768597 -3.486727 -1.880876 -0.0198 -0.1183 0.2982
P -3.817767 -2.092517 -1.075846 0.6417 0.0405 -0.6504
O -2.559407 -1.306287 -1.095986 -1.5326 -0.9450 -0.0740
O -5.049557 -1.365347 -1.799746 0.3233 -0.4930 1.2986
C -4.934877 -0.794717 -3.088756 0.3359 0.1367 -1.0166
O -4.390967 -2.446867 0.375524 -0.1980 -0.0547 -1.7775
C -3.642117 -3.370147 1.182864 -0.7454 0.0732 1.5414
H -2.721847 -5.350827 -1.593916 -0.6841 0.2556 0.5632
H -1.768047 -3.851187 -1.530246 0.2551 -0.0759 -0.1725
H -2.413457 -4.553827 -3.061076 -0.0472 0.5745 -0.1129
H -4.203897 -1.296387 -3.722876 -0.0723 -0.4874 0.1052
H -4.591977 0.239473 -3.119896 -0.1304 0.1614 0.7385
H -5.916057 -0.845337 -3.560786 0.0584 -0.0869 0.1164
H -3.369567 -2.728227 2.020564 1.2147 -0.4216 -0.1546
H -2.896597 -4.011897 0.713334 0.4280 0.9303 -0.2404
H -4.299837 -4.094067 1.663964 -0.6899 0.0606 -0.4237
C 7.091403 -2.094637 5.513744 -0.7801 -0.9962 -1.0724
O 5.759983 -1.867597 4.870214 1.5620 0.9096 1.2933
P 5.745613 -0.703157 3.768504 -4.2850 -0.4606 0.8701
O 5.724243 0.693183 4.316534 0.6495 -2.0193 -1.3310
O 6.839073 -1.220767 2.764504 -1.5795 -0.3393 0.5911
C 7.867633 -0.375427 2.469834 2.5642 0.9991 -0.9597
O 4.376483 -1.227467 2.984394 3.2218 0.7573 0.6756
C 3.084253 -0.749587 3.230844 -0.5223 0.5372 0.5448
H 7.871313 -1.400277 5.201174 -0.2454 0.0752 -0.2529
H 7.273883 -3.096727 5.125634 0.7400 0.0854 0.2680
H 7.132073 -2.132057 6.602344 -0.9060 0.2676 -0.0648
H 7.576673 0.646223 2.225554 -0.2339 -0.1155 -0.1998
H 8.391213 -0.858297 1.644724 0.1029 0.4178 -0.1591
H 8.580663 -0.299357 3.290744 0.0755 -0.0209 0.1929
H 2.614983 -0.690217 2.248824 -0.4364 -0.0091 0.3877
H 3.079703 0.212773 3.742634 0.2248 0.3825 -0.3690
H 2.578333 -1.397237 3.946874 -0.2234 -0.4403 -0.4112
C -4.584217 0.952223 3.057334 -1.6101 1.1258 -0.0285
O -3.305147 0.672653 3.432674 5.2826 0.2682 -0.3196
P -1.950677 1.229743 2.669204 -1.3841 0.3820 0.6619
O -1.877007 0.813153 1.245684 -0.1702 0.7993 2.0676
O -0.724597 0.771193 3.607874 -1.1094 0.3740 -1.0385
C -0.830117 1.009203 5.026004 -1.4060 -0.7273 0.2372
O -2.125717 2.855303 2.897204 1.2350 -0.9629 -0.5204
C -0.911567 3.692993 2.837304 0.1823 -0.1760 2.1179
H -4.948917 1.666703 3.795314 -0.7504 -0.5273 0.4689
H -5.051597 -0.032297 3.038064 -0.8227 0.5733 -0.2735
H -4.691177 1.571423 2.166694 0.1999 -0.7161 -0.7109
H -1.885657 0.928563 5.285664 -0.1633 0.6339 0.0620
H -0.434347 1.983183 5.313804 0.2749 -0.3493 -0.0171
H -0.475627 0.127033 5.559124 0.9935 0.3690 -0.2266
H 0.009543 3.139903 2.653634 -0.2985 -0.0916 -0.9851
H -0.729907 4.004593 3.865894 -0.2446 -0.0644 0.3971
H -0.990257 4.674363 2.369514 -0.5495 -0.6935 -1.0039
C -3.176737 3.320433 -3.861386 0.9633 0.9853 0.0047
O -2.784347 4.088653 -2.658016 0.2034 -1.4995 0.1598
P -1.669337 3.538313 -1.631306 1.5171 -0.1805 -1.6025
O -1.546977 2.048083 -1.566446 -0.6308 2.3546 -0.4658
O -0.285097 4.319323 -2.154266 -1.8947 -1.1884 1.0767
C 0.336243 5.187843 -1.200206 0.4264 0.4438 0.3544
O -2.049217 4.278033 -0.281056 0.6668 -0.3882 -0.0662
C -3.317077 4.074713 0.295484 -2.1185 0.3929 0.7402
H -4.211697 2.981873 -3.813046 0.1283 0.2741 0.2392
H -2.518237 2.487913 -4.109166 0.0540 -0.1318 0.6515
H -2.991227 4.051523 -4.648266 -0.5821 -0.1188 -0.1712
H 1.404913 5.366133 -1.319646 0.1261 -0.9466 -0.7562
H 0.228563 4.744493 -0.210276 -0.1014 0.5961 0.0695
H -0.050827 6.196723 -1.343196 -0.6052 -0.0679 0.5622
H -3.880887 5.004663 0.221974 -0.1465 -0.0315 -0.7000
H -3.398407 3.900213 1.368354 1.4193 -0.1239 0.0749
H -3.891037 3.232493 -0.090956 0.2167 0.0879 -0.6668
C -0.527537 -2.222517 -6.732856 -0.6127 -0.8762 -0.1212
O -0.849537 -2.043217 -5.328456 2.2181 1.0553 0.8522
P 0.269833 -1.383087 -4.309806 -0.2442 -0.0826 1.5037
O -0.344777 -1.061977 -2.946626 1.0656 -0.3155 -3.6597
O 1.498153 -2.416597 -4.097176 0.1463 1.8180 -1.1895
C 1.536823 -3.364977 -3.032326 -1.8569 -0.9803 -0.5632
O 0.979813 -0.227907 -5.244726 -1.0386 -1.2490 2.1286
C 1.778593 0.727583 -4.465406 0.2783 0.8129 -0.6008
H -0.648987 -3.283717 -6.950146 -0.1981 -0.0739 0.1119
H 0.483503 -2.006457 -7.078116 -0.0310 0.6130 0.5689
H -1.289927 -1.686057 -7.297716 0.3032 0.1714 -0.0330
H 0.618973 -3.902117 -3.271376 -0.2109 -0.6291 1.0527
H 1.484673 -2.939877 -2.029996 0.1882 0.1567 -0.1264
H 2.313613 -4.111707 -3.196926 0.4377 0.6662 0.0087
H 1.326403 1.716313 -4.543166 -0.3811 -0.1686 0.0148
H 2.741953 0.831593 -4.964616 0.0392 -0.4239 0.1086
H 1.899313 0.524703 -3.401276 -0.1675 -0.4163 0.0058
```
Positions in Å, forces in eV/Å.

These are the Mulliken partial charges, in e, on atoms 1 to 8: atom 1 (Pb): 1.79, atom 2 (C): -0.95, atom 3 (O): -0.58, atom 4 (H): 0.05, atom 5 (H): 0.22, atom 6 (H): 0.26, atom 7 (C): -0.82, atom 8 (O): -0.52